*P*
DFT (ωB97M-V/def2-TZVPD) results for a 9-piece molecular cluster, C54H162N27O9P9 overall.

Multiplicity   1
HOMO energy   -7.9 eV
Kohn-Sham gap   8.189 eV
Total charge   0
SMILES string   CN(C)P(=O)(N(C)C)N(C)C.CN(C)P(=O)(N(C)C)N(C)C.CN(C)P(=O)(N(C)C)N(C)C.CN(C)P(=O)(N(C)C)N(C)C.CN(C)P(=O)(N(C)C)N(C)C.CN(C)P(=O)(N(C)C)N(C)C.CN(C)P(=O)(N(C)C)N(C)C.CN(C)P(=O)(N(C)C)N(C)C.CN(C)P(=O)(N(C)C)N(C)C

Positions of all 261 atoms, in Å:
P (1.9479, 6.5752, -0.8812)
P (6.1757, 2.0422, -1.6359)
P (-1.1405, 1.0030, 0.5006)
P (-3.0765, 0.2458, 7.5153)
P (1.7584, -6.8030, 2.4959)
P (3.4939, 0.8115, 5.3491)
P (-2.9877, 3.0995, -5.5571)
P (-6.8415, -3.4963, 1.0501)
P (2.3376, -3.7223, -6.2481)
O (2.7365, -5.1558, -6.1022)
O (2.3304, -6.2465, 3.7658)
O (1.8198, 5.1392, -1.3478)
O (-2.0884, 0.3430, 8.5783)
O (6.9759, 2.9235, -0.7336)
O (-2.5199, 4.0569, -4.4913)
O (4.0966, 1.6630, 4.2767)
O (-7.5874, -3.1052, 2.2699)
O (-0.4877, 0.0922, 1.4634)
N (-2.6392, 1.7816, 1.0403)
N (0.3318, -7.6956, 2.7229)
N (-5.1120, -3.5866, 1.3797)
N (-7.2014, -5.0065, 0.3727)
N (2.6667, 7.6451, -2.0049)
N (3.4613, -2.7706, -7.2276)
N (1.9690, 1.2223, 6.0609)
N (2.0256, -2.9013, -4.7784)
N (-0.2732, 2.3960, 0.0562)
N (4.9569, 1.1850, -0.7605)
N (-1.6161, 0.1913, -1.0134)
N (7.1533, 0.8122, -2.4734)
N (2.9429, -7.8727, 1.7460)
N (1.3910, -5.6227, 1.2885)
N (-7.1561, -2.4708, -0.1814)
N (-4.5722, -0.3694, 8.0633)
N (-3.8890, 1.7281, -4.9367)
N (2.6856, 6.8304, 0.7003)
N (-4.0779, 3.8090, -6.6831)
N (-1.8549, 2.1314, -6.5253)
N (3.2813, -0.7787, 4.7146)
N (5.3587, 2.9965, -2.7424)
N (-3.4311, 1.7491, 6.8432)
N (4.6833, 0.4531, 6.5340)
N (-2.6787, -0.7675, 6.1175)
N (0.4132, 7.3557, -0.7806)
N (0.8160, -3.4518, -7.0879)
C (-0.5503, 7.0704, -1.9019)
C (0.9402, -4.2824, 1.7369)
C (4.1072, 3.6221, -2.5495)
C (-2.1855, 1.0682, -7.5169)
C (1.6799, -1.4625, -4.6647)
C (-6.4436, -5.5921, -0.8072)
C (-8.5251, -2.4071, -0.5994)
C (-5.3024, 4.4443, -6.1687)
C (4.0330, 0.2871, -1.2895)
C (-1.0245, 3.3947, -0.8048)
C (-0.8623, -7.0455, 2.9550)
C (4.1800, 6.8993, 0.7891)
C (0.1772, 8.5327, 0.0547)
C (-3.5688, 4.7568, -7.7269)
C (0.9693, 2.8393, 0.5629)
C (5.9939, 3.3720, -4.0271)
C (-4.7750, 2.1510, 6.4709)
C (0.4903, -2.2382, -7.9231)
C (-0.7355, 0.3799, -2.2320)
C (4.6275, -2.1236, -6.5292)
C (2.6166, 7.4172, -3.3861)
C (3.0290, 8.9514, -1.7308)
C (-5.4027, 0.3710, 8.9978)
C (-4.6523, -3.0420, 2.6984)
C (6.6226, -0.2818, -3.2350)
C (8.5180, 1.0300, -2.5163)
C (-2.3661, 2.7852, 2.0677)
C (-2.0527, -1.2030, -0.8914)
C (-1.9900, -2.0252, 6.4095)
C (4.3262, -7.5521, 1.9802)
C (5.9494, 1.2514, 6.4470)
C (-4.1139, -3.4740, 0.3416)
C (-6.6041, -1.1162, -0.1563)
C (-2.3513, 2.7026, 6.8157)
C (4.4209, -1.4884, 4.1539)
C (4.5868, -0.6194, 7.5702)
C (-3.7101, 1.5709, -3.5771)
C (-4.9226, 0.9202, -5.6661)
C (1.5277, 0.3277, 7.1131)
C (0.3791, -8.9463, 3.5877)
C (-8.3282, -5.8086, 0.8081)
C (1.9816, -0.9968, 4.0908)
C (2.1019, 6.4478, 2.0156)
C (0.1587, -4.7367, -7.4842)
C (1.6033, -5.7928, -0.1750)
C (4.8647, 1.4496, 0.6509)
C (2.5976, -8.8394, 0.7678)
C (2.9327, -3.2434, -3.6995)
C (1.5109, 2.6221, 6.3505)
C (-2.7952, -0.2288, 4.7932)
C (-3.8209, 0.9294, 1.3606)
C (-4.7741, -1.7946, 8.3830)
C (3.7774, -3.1892, -8.6477)
C (-0.4240, 2.1384, -6.0672)
H (3.4136, -4.2129, -3.8292)
H (-5.5346, 1.4015, 6.6934)
H (-1.3928, 2.2340, 6.5927)
H (3.0752, -9.8082, 0.9146)
H (3.7983, -1.3313, 7.3260)
H (-4.9075, 0.4480, 9.9658)
H (4.6476, 7.1002, -0.1747)
H (-2.2325, 3.3296, 7.6993)
H (-4.8385, 2.4069, 5.4133)
H (1.3728, 2.4414, 1.4940)
H (4.4713, -0.7062, -1.1920)
H (1.5569, -3.4691, 1.3543)
H (-0.8345, 8.5387, 0.4603)
H (3.3475, 9.0602, -0.6941)
H (4.5847, 5.9355, 1.0979)
H (3.4898, 7.7419, -3.9518)
H (4.9738, -8.3694, 2.2975)
H (-4.0251, -2.3118, 8.9827)
H (-9.2763, -5.3817, 0.4811)
H (2.3500, 9.7506, -2.0281)
H (3.8981, 3.7893, -1.4929)
H (0.6490, -5.1342, -8.3728)
H (-3.7887, 0.1113, 4.5009)
H (0.8489, 3.8992, 0.7869)
H (-2.9526, -1.2211, -1.5062)
H (-1.5628, 6.9346, -1.5218)
H (-1.0960, -6.4196, 2.0937)
H (3.8807, 0.5775, -2.3290)
H (-3.7299, -3.6035, 2.8472)
H (-3.6334, -4.4163, 0.0787)
H (-4.4861, 2.0841, -3.0092)
H (-2.6337, -0.9058, 3.9543)
H (-2.4628, 3.3440, 5.9415)
H (5.8765, 2.0118, 7.2244)
H (1.9170, 7.3892, 2.5329)
H (-2.7342, 1.9632, -3.2911)
H (-0.8101, -6.4237, 3.8487)
H (1.8270, 8.0932, -3.7144)
H (-9.0401, -3.3598, -0.4756)
H (-3.6462, 0.5117, -3.3278)
H (-1.5215, 3.4650, 1.9558)
H (-0.2504, 2.1600, -4.9914)
H (-3.2847, -2.8836, 0.7313)
H (-5.9804, 4.6964, -6.9841)
H (1.3281, -6.7369, -0.6449)
H (-5.7799, -6.4195, -0.5560)
H (-3.6169, 0.2309, 2.1721)
H (-0.0597, -0.4632, -2.3758)
H (4.2638, -2.5666, 4.1854)
H (-5.5293, -1.1027, -0.3371)
H (0.1109, 2.9880, -6.4917)
H (-4.3919, -3.0179, -0.6086)
H (6.7762, 0.6056, 6.7426)
H (-0.5821, -2.0450, -7.8949)
H (1.3780, 3.0258, 5.3468)
H (-5.9265, 3.7153, -5.6519)
H (0.1387, 1.2761, -6.4248)
H (-4.0979, 0.3213, 0.4995)
H (5.5360, -0.3663, -3.2207)
H (1.1741, 5.8987, 1.8552)
H (3.0680, -2.7407, -9.3431)
H (1.0539, -8.7619, 4.4236)
H (6.8740, -1.1839, -2.6773)
H (-0.0746, 1.2367, -2.1013)
H (-2.7903, -2.6608, 6.7883)
H (-1.6751, -7.7713, 2.9832)
H (-5.8825, -4.7577, -1.2279)
H (3.3794, 3.0266, -3.1006)
H (4.7286, -7.1484, 1.0511)
H (1.0436, -4.1449, 2.8132)
H (-1.3814, 0.4622, -3.1061)
H (3.8300, 1.2300, 0.9142)
H (0.6374, 8.3640, 1.0283)
H (-3.4590, 5.7409, -7.2714)
H (4.7971, -2.7788, -5.6748)
H (-5.7383, -1.9997, 8.8482)
H (1.9490, -1.7875, 3.3413)
H (-8.3666, -6.8319, 0.4345)
H (-2.3270, -1.2273, 0.1632)
H (1.1575, -1.2209, 4.7680)
H (-0.4216, 6.1412, -2.4570)
H (3.8468, 4.5660, -3.0284)
H (6.5189, 2.5165, -4.4520)
H (7.0588, -0.3759, -4.2295)
H (-1.6002, -2.4873, 5.5025)
H (-1.4568, 4.1063, -0.1013)
H (5.3106, -1.3031, 4.7557)
H (2.5839, -0.9738, -5.0282)
H (-4.6687, -2.4438, 7.5138)
H (4.4416, -1.1859, 3.1069)
H (0.9539, -1.3366, -7.5229)
H (-5.7665, 0.7971, -4.9872)
H (-3.0853, 1.3520, -8.0628)
H (-5.3779, -3.2779, 3.4769)
H (5.4777, -2.0634, -7.2087)
H (-0.0859, -4.1669, 1.3881)
H (-4.7068, -1.9538, 2.7275)
H (4.3928, -6.7744, 2.7411)
H (1.6471, 2.8396, -0.2907)
H (1.9463, -0.6758, 7.0364)
H (-5.0432, 3.0099, 7.0861)
H (1.7252, -0.0829, 3.5549)
H (-4.0776, 4.6614, -8.6862)
H (1.5084, -8.8197, 0.7316)
H (2.3327, -3.3433, -2.7950)
H (0.7700, -1.1888, -5.1988)
H (8.9875, 0.1393, -2.9338)
H (-3.3327, 3.2863, 2.0153)
H (1.7148, -1.1123, -3.6331)
H (8.8782, 1.8531, -3.1333)
H (-6.4217, 0.0651, 9.2349)
H (-8.5095, -2.1127, -1.6487)
H (-5.1892, 1.3683, 8.6131)
H (5.5001, 0.7420, 1.1836)
H (3.6621, -2.4334, -3.7019)
H (0.9581, -5.1470, -0.7707)
H (4.7922, -2.9030, -8.9240)
H (3.8593, -4.2731, -8.7275)
H (-2.5343, 4.6203, -8.0418)
H (-5.2266, 1.1930, -6.6766)
H (2.9000, -8.3752, -0.1709)
H (-8.4580, -5.6776, 1.8824)
H (0.4823, 9.4493, -0.4502)
H (-4.7485, 1.4516, 1.5948)
H (-6.6775, -0.6793, 0.8396)
H (-2.0528, 2.2904, 2.9870)
H (5.2174, 3.5787, -4.7636)
H (3.9251, 9.0200, -2.3475)
H (-7.1485, -5.8982, -1.5802)
H (6.2130, 1.7683, 5.5243)
H (-1.2865, -1.9155, 7.2349)
H (-9.0329, -1.7053, 0.0622)
H (-1.9808, 2.9511, -1.0821)
H (0.8278, -9.8073, 3.0922)
H (-0.5548, 3.8394, -1.6821)
H (0.3125, -5.5673, -6.7954)
H (2.3616, 3.2902, 6.4846)
H (2.6759, -5.6413, -0.2960)
H (-0.5368, -9.3564, 4.0130)
H (-7.2670, -0.5558, -0.8157)
H (3.0987, 0.3965, -0.7389)
H (-4.9568, 5.2471, -5.5173)
H (-1.8866, 0.3112, 4.5265)
H (4.6162, 7.6491, 1.4491)
H (4.2628, -1.1634, -6.1643)
H (5.0515, 2.4809, 0.9500)
H (4.3902, -0.3082, 8.5961)
H (5.5374, -1.1399, 7.6865)
H (1.6764, 0.8057, 8.0813)
H (-0.9180, -4.7075, -7.6510)
H (8.8814, 1.0907, -1.4904)
H (6.7225, 4.1509, -3.8020)
H (-4.4937, -0.0583, -5.8823)
H (2.4315, 6.3627, -3.5907)
H (0.4668, 0.0862, 7.0476)
H (-2.2607, 0.0675, -7.0916)
H (-0.5164, 7.8224, -2.6902)
H (-1.3027, -1.9784, -1.0474)
H (-1.4044, 1.0600, -8.2770)
H (2.7615, 5.8346, 2.6296)
H (0.6419, 2.7306, 6.9995)
H (0.7972, -2.5331, -8.9266)



*Q*
DFT (ωB97M-V/def2-TZVPD) results for a 9-piece molecular cluster, C54H162N27O9P9 overall.

Multiplicity   1
HOMO energy   -7.9 eV
Kohn-Sham gap   8.167 eV
Total charge   0
SMILES string   CN(C)P(=O)(N(C)C)N(C)C.CN(C)P(=O)(N(C)C)N(C)C.CN(C)P(=O)(N(C)C)N(C)C.CN(C)P(=O)(N(C)C)N(C)C.CN(C)P(=O)(N(C)C)N(C)C.CN(C)P(=O)(N(C)C)N(C)C.CN(C)P(=O)(N(C)C)N(C)C.CN(C)P(=O)(N(C)C)N(C)C.CN(C)P(=O)(N(C)C)N(C)C

Positions of all 261 atoms, in Å:
P (24.4380, 17.6342, 18.4521)
P (19.9992, 11.8270, 18.8854)
P (18.4276, 18.0763, 15.8905)
P (19.3118, 23.6002, 19.6622)
P (17.6946, 27.4200, 13.7480)
P (12.8068, 13.4852, 16.2776)
P (16.3695, 19.8637, 23.1822)
P (13.9022, 21.8427, 13.3801)
P (22.4282, 16.1789, 10.9058)
O (16.2561, 21.2370, 23.6723)
O (14.4760, 22.4226, 14.5903)
O (19.7548, 10.3951, 19.1280)
O (23.0988, 15.5002, 9.7237)
O (18.7732, 17.4653, 14.5977)
O (17.9475, 23.2000, 19.2012)
O (13.0176, 14.8429, 15.6590)
O (23.7688, 16.3107, 18.2516)
O (18.4770, 27.3164, 12.5294)
N (13.6880, 12.2095, 15.5667)
N (16.2354, 28.2680, 13.5203)
N (21.0940, 17.1842, 10.5868)
N (17.8559, 19.0987, 23.6432)
N (19.4009, 25.2691, 20.1771)
N (20.5828, 23.6067, 18.5344)
N (26.1023, 17.6068, 18.7411)
N (18.4605, 28.3296, 15.0024)
N (24.1490, 18.6410, 17.1408)
N (23.7685, 18.4682, 19.8447)
N (19.4629, 17.5009, 17.1296)
N (13.4011, 22.9920, 12.2063)
N (11.1567, 12.9600, 15.9914)
N (21.8854, 14.9679, 11.9896)
N (20.1363, 12.3474, 17.1962)
N (23.4822, 17.1772, 11.8233)
N (16.2588, 19.7319, 21.4769)
N (19.8915, 22.6013, 20.9096)
N (17.3009, 25.9151, 14.5159)
N (12.4798, 20.9120, 13.7400)
N (13.0543, 13.3014, 17.9417)
N (15.1382, 18.8304, 23.7406)
N (16.8948, 17.8161, 16.5438)
N (14.9423, 20.7687, 12.5685)
N (21.4101, 12.3537, 19.6475)
N (18.7899, 12.8419, 19.5210)
N (18.5751, 19.7690, 16.0336)
C (26.5710, 16.5776, 19.7014)
C (27.0378, 18.7996, 18.6070)
C (14.4578, 19.8615, 11.5005)
C (21.7210, 13.5971, 11.5643)
C (20.2960, 16.8972, 9.4486)
C (20.5355, 18.0591, 11.5877)
C (15.4476, 28.9052, 14.6239)
C (16.3173, 21.1475, 12.5291)
C (22.0333, 23.7257, 18.9048)
C (19.2089, 22.6108, 22.2733)
C (17.6988, 24.5916, 13.9810)
C (12.4972, 22.6708, 11.1263)
C (18.0574, 20.5783, 17.2160)
C (11.2225, 21.6192, 14.0320)
C (20.6186, 16.6887, 16.7854)
C (18.7332, 14.2699, 19.2635)
C (10.5405, 11.7794, 16.7015)
C (10.4202, 13.4968, 14.8186)
C (21.3202, 15.2096, 13.2843)
C (19.9801, 25.7030, 21.4542)
C (14.4436, 13.2818, 18.4635)
C (13.7674, 18.9589, 23.2178)
C (24.5916, 16.5721, 12.6561)
C (21.8577, 13.7943, 19.5793)
C (17.9276, 12.3553, 20.6424)
C (16.5202, 16.4751, 17.0245)
C (22.9479, 17.7294, 20.8260)
C (13.8462, 10.8760, 16.0283)
C (19.5700, 27.6593, 15.7200)
C (13.9093, 24.4083, 12.2527)
C (14.0859, 12.3913, 14.2190)
C (18.7356, 19.6644, 24.5875)
C (18.5182, 26.2438, 19.4712)
C (12.6280, 19.7429, 14.6107)
C (17.9966, 17.5580, 23.5386)
C (19.5314, 18.0209, 18.4982)
C (24.3824, 19.6842, 20.3640)
C (20.4197, 21.2680, 20.6778)
C (15.7399, 18.6752, 16.1619)
C (21.8505, 11.7350, 20.9085)
C (16.2459, 18.4172, 20.7276)
C (20.3189, 23.8126, 17.0632)
C (16.6329, 25.9259, 15.8371)
C (12.1072, 13.8679, 18.8550)
C (19.5699, 20.5013, 15.2146)
C (18.8656, 12.7483, 16.4923)
C (24.3551, 18.1177, 15.7968)
C (15.0570, 18.4126, 25.1081)
C (18.7706, 29.7720, 14.7942)
C (23.9539, 18.3898, 11.1902)
C (21.0779, 11.5968, 16.3368)
C (15.3805, 28.1697, 12.3550)
C (23.6287, 20.0270, 17.2228)
C (16.3127, 20.9236, 20.6219)
H (27.6554, 16.4715, 19.6728)
H (11.1170, 14.0082, 18.4214)
H (24.3548, 18.1054, 10.2174)
H (14.5843, 24.6087, 11.4207)
H (14.6642, 17.3972, 25.1619)
H (19.8149, 17.4942, 12.1792)
H (14.8977, 10.6024, 16.1156)
H (19.6892, 20.4974, 20.4317)
H (23.5771, 17.3786, 15.6057)
H (21.1192, 12.0403, 15.3420)
H (24.7953, 18.7508, 11.7818)
H (19.7957, 19.5495, 24.3614)
H (14.4836, 28.4242, 14.7901)
H (15.3891, 20.9777, 20.0458)
H (23.6234, 20.4415, 20.5605)
H (20.6051, 20.1689, 15.2909)
H (20.0509, 28.1031, 16.5918)
H (11.5990, 23.2799, 11.0247)
H (16.4094, 21.9590, 11.8073)
H (20.6628, 13.3357, 11.5604)
H (13.2094, 10.1090, 15.5876)
H (18.5222, 20.7061, 24.8270)
H (14.8901, 27.1965, 12.3744)
H (25.0215, 20.0585, 19.5643)
H (12.2254, 21.6157, 11.0953)
H (12.9552, 22.8860, 10.1609)
H (12.3730, 14.9068, 19.0506)
H (21.3512, 16.6975, 17.5924)
H (20.2206, 15.7094, 16.5195)
H (9.3445, 13.5418, 14.9886)
H (20.2340, 26.7630, 21.4501)
H (14.9978, 18.6709, 16.9602)
H (18.8681, 20.9844, 17.8208)
H (15.3828, 29.9880, 14.5169)
H (24.4695, 20.7206, 17.2336)
H (25.3529, 17.7084, 15.6384)
H (28.0335, 18.3668, 18.5097)
H (14.5031, 11.4954, 13.7592)
H (25.5707, 16.5081, 12.1814)
H (20.9735, 10.5155, 16.2472)
H (26.1062, 16.8229, 20.6564)
H (18.0082, 11.2709, 20.7165)
H (14.5839, 28.9127, 12.3951)
H (21.0863, 16.2730, 13.3354)
H (16.9627, 25.1414, 16.5182)
H (22.6844, 23.8926, 18.0467)
H (17.5633, 21.4419, 16.7706)
H (10.3737, 20.9418, 14.1256)
H (16.3849, 21.9031, 21.0948)
H (15.9333, 28.8156, 15.5956)
H (10.4697, 12.8296, 13.9580)
H (18.5167, 25.9907, 18.4110)
H (15.1646, 12.7320, 17.8585)
H (21.3182, 14.3820, 20.3219)
H (20.1117, 24.8663, 16.8763)
H (18.8980, 27.2617, 19.5585)
H (19.8911, 22.3725, 23.0894)
H (16.0371, 18.3812, 25.5839)
H (18.3952, 21.9006, 22.1266)
H (22.6443, 16.7293, 20.5165)
H (17.2368, 17.9671, 20.7878)
H (20.0118, 18.9115, 11.1550)
H (20.4523, 14.5595, 13.3946)
H (11.4007, 22.1600, 14.9615)
H (19.6162, 14.5893, 18.7100)
H (14.5564, 12.8452, 19.4559)
H (19.2063, 25.6289, 22.2182)
H (16.8619, 12.5386, 20.5057)
H (13.2855, 12.7100, 13.5513)
H (13.4128, 19.5905, 11.6515)
H (18.1701, 24.0661, 14.8116)
H (23.0012, 20.3644, 16.3979)
H (13.1580, 18.1520, 23.6248)
H (10.9100, 10.8296, 16.3149)
H (22.4546, 22.8124, 19.3249)
H (24.2218, 15.6827, 13.1664)
H (20.9258, 16.6480, 8.5946)
H (14.6287, 20.3972, 10.5668)
H (14.9904, 18.9107, 11.5212)
H (18.9889, 12.9910, 15.4368)
H (15.5583, 25.9115, 15.6553)
H (22.3765, 12.9902, 12.1889)
H (20.1784, 17.4209, 19.1382)
H (15.5303, 16.5058, 17.4799)
H (22.0231, 13.4732, 10.5243)
H (18.1386, 11.9367, 16.5221)
H (24.1366, 18.9543, 15.1332)
H (13.2805, 19.0314, 14.1047)
H (13.0313, 25.0535, 12.2231)
H (23.0537, 20.1022, 18.1458)
H (26.9510, 19.4468, 19.4798)
H (21.8032, 14.2219, 18.5782)
H (16.9456, 26.8326, 16.3551)
H (19.6735, 17.7329, 9.1287)
H (9.4584, 11.8134, 16.5744)
H (13.4577, 10.7579, 17.0398)
H (22.0468, 18.2495, 21.1509)
H (19.3494, 26.6444, 16.0507)
H (10.9024, 22.3017, 13.2448)
H (16.7544, 21.2860, 13.5180)
H (16.8520, 20.3724, 11.9800)
H (18.8111, 17.2801, 22.8697)
H (14.4815, 24.5773, 13.1649)
H (21.3554, 18.3864, 12.2270)
H (16.3831, 15.8040, 16.1766)
H (24.6873, 17.1771, 13.5577)
H (14.7143, 14.3371, 18.4983)
H (18.8049, 14.7816, 20.2233)
H (19.3361, 20.3238, 14.1649)
H (19.6019, 30.0458, 14.1445)
H (18.2939, 24.5529, 13.0686)
H (15.4849, 17.7714, 21.1657)
H (18.8179, 23.6225, 22.3822)
H (17.1146, 17.0298, 23.1764)
H (17.8258, 14.3736, 18.6686)
H (16.0110, 19.6841, 15.8508)
H (17.1400, 20.8040, 19.9223)
H (19.7282, 16.0036, 9.7078)
H (20.8746, 11.4192, 21.2775)
H (17.3753, 20.0140, 17.8518)
H (11.7145, 19.1723, 14.7779)
H (26.1630, 15.6301, 19.3496)
H (14.4933, 19.0558, 25.7839)
H (17.8592, 30.3270, 14.5719)
H (20.0029, 19.0036, 18.5043)
H (13.6778, 19.0823, 22.1386)
H (15.4044, 18.1591, 15.2624)
H (21.1206, 17.0080, 15.8721)
H (25.0152, 19.4153, 21.2098)
H (23.5533, 17.5730, 21.7188)
H (18.6061, 19.0706, 25.4923)
H (22.9120, 13.8645, 19.8472)
H (19.3839, 21.5538, 15.4288)
H (18.4872, 18.0323, 18.8108)
H (10.8416, 14.4657, 14.5508)
H (17.4727, 26.1285, 19.7573)
H (14.8427, 13.1755, 14.1946)
H (18.1890, 12.7728, 21.6148)
H (21.1821, 23.6618, 16.4149)
H (20.7943, 20.8180, 21.5972)
H (18.2683, 17.2024, 24.5325)
H (12.1670, 13.4062, 19.8406)
H (17.2537, 16.0905, 17.7331)
H (18.4982, 13.6753, 16.9326)
H (18.9996, 30.1798, 15.7787)
H (10.7729, 11.6922, 17.7628)
H (22.4557, 10.8524, 20.7016)
H (20.8451, 25.1171, 21.7652)
H (15.9457, 28.3666, 11.4440)
H (22.4174, 12.3591, 21.5992)
H (22.0297, 14.9945, 14.0834)
H (22.0674, 11.8198, 16.7358)
H (13.4199, 19.9119, 23.6166)
H (23.1811, 19.1102, 10.9224)
H (21.1087, 21.4133, 19.8458)
H (12.9757, 20.1035, 15.5788)
H (19.4048, 23.2834, 16.7939)
H (22.1241, 24.4665, 19.6992)
H (16.7726, 24.0314, 13.8535)
H (26.8305, 19.4136, 17.7306)
H (20.4532, 27.5662, 15.0880)
H (15.9638, 18.5474, 19.6828)



It comes down to *Q*, which is 608.3 kJ/mol more stable than the next structure.